Below is a structure of composition C33H48AlF3O19S, with properties calculated with the ωB97M-V functional and the def2-TZVPD basis.

Structure (XYZ):
```
105
C33H48AlF3O19S (the ωB97M-V functional and the def2-TZVPD basis)
Al 8.586 1.451 -5.089
C 0.703 0.550 -2.260
F 0.680 -0.583 -2.959
F 0.717 1.604 -3.076
F -0.317 0.573 -1.425
S 2.395 0.610 -1.240
O 3.431 0.431 -2.308
O 2.363 1.912 -0.470
O 2.342 -0.592 -0.368
O -4.367 6.933 4.430
C -3.358 6.171 4.522
O -2.942 5.500 3.395
C -1.697 4.833 3.606
C -1.298 5.182 5.045
C -2.444 5.875 5.676
H -0.985 5.307 2.931
H -1.799 3.756 3.467
H -0.391 5.786 5.073
H -1.100 4.262 5.594
H -2.263 6.834 6.161
H -2.838 5.158 6.396
O -6.746 5.070 -3.648
C -6.838 4.320 -2.671
O -6.083 3.223 -2.605
C -6.335 2.426 -1.448
C -7.628 2.970 -0.956
C -7.812 4.371 -1.539
H -5.593 2.750 -0.719
H -6.232 1.370 -1.698
H -7.666 2.839 0.126
H -8.465 2.368 -1.310
H -7.543 5.168 -0.846
H -8.776 4.638 -1.973
O -4.409 -0.292 4.286
C -3.943 -1.409 4.328
O -4.058 -2.313 3.334
C -3.153 -3.400 3.438
C -2.188 -2.985 4.540
C -3.022 -2.035 5.343
H -2.664 -3.715 2.516
H -3.727 -4.265 3.768
H -1.279 -2.563 4.109
H -1.809 -3.858 5.072
H -2.518 -1.233 5.883
H -3.680 -2.483 6.088
O 2.889 0.365 7.549
C 3.675 -0.022 6.701
O 4.519 -1.124 6.922
C 5.478 -1.246 5.831
C 5.399 0.083 5.151
C 3.947 0.556 5.368
H 5.319 -2.027 5.088
H 6.526 -1.257 6.131
H 5.708 0.051 4.106
H 6.085 0.753 5.669
H 3.234 0.077 4.698
H 3.808 1.626 5.217
O 4.154 6.390 -3.438
C 3.702 7.516 -3.158
O 4.445 8.631 -3.184
C 3.687 9.828 -2.845
C 2.432 9.304 -2.127
C 2.346 7.834 -2.582
H 3.556 10.247 -3.842
H 4.227 10.548 -2.230
H 1.530 9.872 -2.355
H 2.560 9.295 -1.045
H 1.559 7.613 -3.303
H 2.210 7.181 -1.720
O 4.959 -4.465 -4.965
C 4.170 -5.370 -4.667
O 3.557 -6.072 -5.551
C 2.433 -6.853 -5.073
C 2.832 -7.056 -3.601
C 3.687 -5.833 -3.294
H 2.316 -7.798 -5.605
H 1.484 -6.331 -5.195
H 3.426 -7.966 -3.516
H 1.993 -7.312 -2.954
H 4.511 -5.925 -2.587
H 2.983 -5.066 -2.971
O 3.313 -10.712 2.424
C 3.869 -9.667 2.728
O 3.211 -8.574 2.822
C 4.091 -7.453 3.121
C 5.305 -8.126 3.696
C 5.282 -9.481 2.998
H 3.721 -6.802 3.914
H 4.283 -6.933 2.182
H 5.236 -8.192 4.782
H 6.238 -7.576 3.569
H 5.627 -10.294 3.637
H 5.878 -9.483 2.086
O -4.799 1.168 -10.009
C -4.977 0.471 -9.004
O -6.235 0.166 -8.585
C -6.271 -0.781 -7.520
C -4.858 -1.146 -7.384
C -3.933 -0.082 -8.057
H -6.795 -1.705 -7.763
H -6.648 -0.292 -6.623
H -4.745 -2.072 -7.947
H -4.671 -1.240 -6.314
H -3.030 -0.527 -8.474
H -3.686 0.770 -7.422
```

Net charge ... +2
E_HOMO ... -12.92 eV
ΔE to the lowest compared entry with this formula, charge and spin ... 73.2 kcal/mol
Orbital gap ... 1.062 eV

Löwdin population analysis, charges in e, atoms 1 to 4: number 1, Al, carries 0.9995; number 2, C, carries -0.6396; number 3, F, carries 0.1498; number 4, F, carries 0.1496